1.
C47H33Cl2IN6O9PSZn as an isolated structure, computed with the ωB97M-V functional and the def2-TZVPD basis.

```
! wB97M-V def2-TZVPD RIJCOSX def2/J DEFGRID3
* xyz -1 1
H -13.19504 -24.31277 -6.57609
C -14.95199 -20.29681 -3.06897
C -7.94520 -21.68181 4.13289
C -9.19883 -20.71674 1.84037
Zn -11.77528 -19.23513 -4.31584
H -10.29366 -21.96309 -11.43468
H -5.66863 -16.96958 0.16045
C -4.16206 -24.01202 -0.98797
H -11.46276 -19.88875 -12.08805
H -11.66018 -17.90959 -10.39207
O -15.90149 -19.50838 -4.97710
H -9.27493 -12.89864 -4.57085
H -8.50928 -20.07992 -2.34100
C -9.95526 -20.13908 -8.57403
C -6.30890 -17.54281 -1.82342
N -11.94897 -16.52480 -4.67197
H -3.09005 -25.37909 -2.13782
C -13.70998 -20.49528 -2.36817
Cl -7.59142 -24.23114 -7.28179
C -11.54019 -23.37143 -7.64578
C -7.70173 -19.52145 -1.85610
C -9.90770 -21.30879 -9.42254
H -7.33625 -22.15744 4.93754
C -6.48972 -24.73737 -0.36705
H -4.89395 -27.11799 -2.15832
C -13.89817 -20.71485 -0.98164
C -9.77316 -20.44201 3.13347
Cl -12.59538 -22.49796 -8.70537
C -6.51955 -18.91481 0.11645
H -4.72693 -20.68217 0.94062
C -6.11488 -17.74792 -0.45041
O -18.52507 -21.39643 -1.50009
H -6.00196 -16.52794 -2.26767
C -10.34635 -21.07510 -10.75472
C -11.27067 -24.82736 -5.76234
C -11.16389 -18.87765 -10.18625
N -17.53441 -21.55853 -0.76600
C -6.31398 -25.95798 -1.03963
C -12.00158 -14.14969 -4.81404
C -12.43593 -15.42539 -5.17785
O -11.17681 -19.03096 -6.15085
H -1.95847 -23.43105 -0.81406
P -7.41658 -21.63651 -0.00802
C -9.28828 -24.27314 -7.17846
C -9.19492 -21.03673 4.24025
H -11.70930 -25.17171 -4.85328
C -5.70359 -22.39028 0.11629
N -10.30293 -15.30071 -3.57749
H -7.36857 -18.30946 -3.55497
H -9.80450 -20.55298 1.01500
C -5.48949 -23.69199 -0.43097
O -12.63039 -21.25509 0.92785
O -12.55824 -20.65650 -2.92470
C -10.99494 -16.49019 -3.77443
C -10.37018 -20.01233 -6.14861
C -12.11843 -24.16290 -6.61034
H -9.63437 -21.06071 5.26646
C -9.87104 -24.99674 -6.12641
H -6.26997 -21.95380 2.85301
C -7.13222 -18.41536 -2.51848
C -10.11233 -23.38280 -7.98428
H -12.47722 -13.25828 -5.14299
H -6.38281 -19.25612 1.16951
C -4.65097 -21.62173 0.40816
C -5.03106 -26.16416 -1.67216
O -17.51127 -22.22704 0.26302
C -10.67697 -18.99414 -8.91586
H -15.23999 -21.51977 0.55880
C -16.18480 -20.61908 -2.53994
H -2.52996 -21.42594 0.51876
C -16.33407 -21.00199 -1.23635
H -10.64884 -12.02260 -3.91585
H -17.04216 -20.51440 -3.22641
C -3.01240 -23.17716 -0.68019
O -13.88316 -18.72402 -4.42697
O -11.64275 -20.04097 -0.56907
N -12.63643 -20.70857 -0.21036
C -9.31890 -20.14231 -7.20413
O -10.49377 -20.83514 -5.12523
H -9.47079 -12.93174 -2.81554
C -4.00422 -25.22109 -1.54810
C -3.31560 -21.97712 -0.01163
H -10.74713 -18.21587 -8.11867
C -15.14858 -21.13387 -0.41445
C -10.80756 -14.15539 -4.02495
C -7.28875 -19.88309 -0.56065
I -7.93971 -24.81605 1.16788
H -13.29916 -15.48605 -5.84986
H -7.16712 -26.65565 -1.03092
C -7.99201 -21.38047 1.70272
H -8.77042 -19.21712 -7.08078
S -10.83253 -17.80430 -2.69222
N -9.54419 -22.60201 -9.03483
H -8.58295 -20.89746 -6.97865
C -7.29269 -21.65623 2.87709
N -14.84792 -19.56977 -4.31401
H -8.58504 -22.90868 -9.30808
C -9.99910 -12.92227 -3.70827
H -9.20478 -25.64118 -5.61963
C -11.02896 -19.89933 -11.11045
H -10.81076 -20.11927 3.05105
*
```

The energy relative to the best compared isomer or geometry (same formula, charge and spin) comes out at 0.000 eV. The value obtained for the LUMO energy is 0.606 eV.


2.
C47H34N2O6PtS4 as an isolated structure, computed with the ωB97M-V functional and the def2-TZVPD basis.

```
! wB97M-V def2-TZVPD RIJCOSX def2/J DEFGRID3
* xyz 0 3
C 1.16149 -0.39761 -3.21072
C 2.33306 1.95761 -0.48921
H 2.52121 2.52746 -1.39122
S -2.90789 3.29882 2.16890
H 3.71042 1.22402 2.50046
S -2.63500 -2.06978 -1.25628
C 0.12981 -1.74204 -1.44459
H 2.20624 0.79403 -4.67457
C -0.08708 -1.98879 1.00147
C 3.26256 1.96707 0.53843
C -1.82835 6.18482 5.84994
O 1.92748 3.43356 3.50954
H -1.70548 -6.18857 -3.72939
C -1.66459 -6.50995 -1.60720
C 0.68386 -3.90660 -0.21944
C -2.14937 -4.56648 -0.25856
C 0.90921 0.49534 0.77367
O -3.69492 -1.73051 -2.24598
H -2.54449 6.61308 6.53770
C -0.02593 -2.69230 2.22203
C -2.12730 -4.38477 -2.66385
N -0.35187 3.41984 2.34414
C 0.98967 -4.57629 -1.43307
H 0.46322 1.18891 -1.22461
H -2.05038 7.58912 -0.39084
C -3.31406 4.94028 -2.07729
C -1.24257 -0.65162 -3.12943
C 1.29875 -1.20567 -2.06036
H -0.23320 -8.05950 -2.01685
Pt -1.05494 2.50700 0.52261
H -2.25433 -3.77763 -3.55177
H -0.23064 0.50368 -4.59669
C -0.13278 -0.13708 -3.72889
C -2.46412 3.98663 -1.54724
C 1.36884 -5.88580 -1.42678
H 4.49528 3.57885 1.21975
S -0.68840 -0.28614 1.05698
C 1.17639 -5.98111 0.97077
C 0.40720 -3.98485 2.21145
C 0.46815 5.99689 5.09969
H 4.43207 0.40620 -3.70220
H -2.24141 -0.43180 -3.47813
H -3.84841 7.01508 -2.02735
H 2.70397 -2.00767 -0.61922
C 0.24455 -2.55004 -0.19388
C 1.14359 1.24023 -0.37973
H -1.72305 -6.51093 0.53310
C -2.26744 -3.80801 -1.40668
C 2.99962 1.20903 1.68296
C 1.83334 0.48267 1.81077
C 1.46862 -6.59875 -0.20870
C -2.26156 5.30080 4.87017
C 2.59456 -1.41014 -1.51560
C 4.51033 2.79935 0.45609
C -1.31438 4.77059 4.01376
S 0.95916 4.29010 2.89845
H 4.66941 -0.99728 -1.65916
C -1.49053 3.81892 2.88791
C 0.01563 5.12326 4.13279
O -1.03815 -0.04226 2.49019
H -1.88174 -8.46741 -2.47732
H -1.41081 -8.47842 -0.77484
H -0.57826 5.75432 0.46051
C 0.76910 -4.62264 0.99541
O -1.92088 1.68870 -1.19191
N -1.52348 4.30567 -0.65570
C -1.28035 -7.95880 -1.72311
H 0.46469 -4.54872 3.13482
C -2.52835 2.52534 -1.97226
C -0.48270 6.52833 5.96316
O 1.38044 5.19931 1.86857
C 2.32229 0.17465 -3.79356
H 1.51436 6.25612 5.18367
H -0.33482 -2.18940 3.12835
H 1.60794 -0.05284 2.72414
H -4.04763 4.62845 -2.80625
H 0.90441 -4.03717 -2.36790
C -1.09226 -1.46809 -1.98843
C -2.19056 6.57402 -0.73435
H 1.77534 -7.63666 -0.21712
H -3.30296 5.02574 4.77103
C -3.18335 6.24957 -1.64968
H 5.39947 2.18956 0.62436
H 1.59110 -6.38599 -2.36052
C 3.69034 -0.84152 -2.09328
C -1.82803 -5.73041 -2.75495
H -0.17139 7.21737 6.73631
O -3.09873 2.24675 -3.00549
C -1.37418 5.56935 -0.25220
H 1.24219 -6.52082 1.90757
C 3.55488 -0.03895 -3.25092
H 4.60223 3.28103 -0.51606
C -1.84047 -5.91693 -0.36488
H -2.26291 -4.10275 0.71459
*
```

The expectation value of S² is 2.009. The energy relative to the best compared isomer or geometry (same formula, charge and spin) comes out at 0.291 eV. The value obtained for the LUMO energy (spin up / spin down) is -0.583 / -1.388 eV.


3.
C47H34N6O7P2Se2Ti as an isolated structure, computed with the ωB97M-V functional and the def2-TZVPD basis.

```
! wB97M-V def2-TZVPD RIJCOSX def2/J DEFGRID3
* xyz 0 1
C 0.20385 -6.44746 -1.57548
C -1.79799 -3.14964 1.93934
C -2.76176 3.71269 4.30810
C 5.28855 -1.32855 -0.72954
C -0.23995 -5.79677 2.06897
C 2.63560 0.25712 1.35207
C -0.19905 1.69040 2.39562
C -1.58284 -5.97691 2.38571
H -0.44009 5.63634 -4.38782
H 0.75690 2.22861 4.79450
C -2.63427 -3.58882 7.11816
C -5.97113 -3.73700 -1.96644
C -3.13968 3.59656 -4.08625
N -2.84414 5.58400 -5.51797
H 6.34859 -1.54644 -0.67815
C -2.31800 4.62627 -4.50158
O 1.25903 -0.53920 -0.92520
C -0.81764 3.37041 5.69142
H 5.06496 -2.10274 -2.72112
C 4.56307 -1.64113 -1.87725
N -0.83863 -1.49359 0.88421
O -3.94278 5.34702 -5.99356
H 3.22813 0.52283 2.21747
H 5.19950 -0.46225 1.23186
H -3.37669 -5.72563 -0.31830
C -6.62492 -2.77928 -1.20092
H -3.13964 -7.39343 2.79492
C -0.88553 2.45109 3.45031
C -1.78723 -4.88111 5.27407
O -2.90659 2.84218 2.14505
C 0.09162 -8.18012 2.12224
C 0.59310 -6.89975 1.92858
H -3.25226 1.88602 -2.78742
H 0.74542 -9.04014 2.01657
H 1.21158 -6.64875 -1.92091
N 1.40762 0.63948 1.36010
O 0.29388 2.02781 -1.11271
C -3.86882 -3.05530 -1.02201
Se -4.65878 -4.88498 1.95491
C -0.62846 -7.49402 -1.19460
C -0.25656 -5.14097 -1.52473
C -4.59291 -3.86799 -1.88766
C -2.38112 -5.92294 -0.69057
H 2.62699 -1.61647 -2.84385
C -2.17437 2.98234 3.27397
O -2.07448 6.42943 -5.94492
C -5.89903 -1.94415 -0.36298
Se -1.18157 -1.95043 -2.47563
H -4.13241 3.50013 -4.50087
C -1.36733 2.88306 -2.63670
C -3.49097 -2.91546 6.25265
H -2.42613 2.25909 1.54974
H -6.40564 -1.19486 0.23494
H 0.15899 -4.79870 1.92578
H -0.29736 3.51234 6.63140
N -0.58623 -1.37036 2.19787
N -1.14060 -2.35124 2.83700
C 3.28076 -0.44822 0.27116
C -1.91855 -7.23175 -0.75826
C -2.08701 -7.26242 2.56904
P -2.69323 -4.56739 2.63516
C -0.23029 2.65534 4.67177
C -2.65039 2.71291 -3.13950
O -0.90394 1.34106 1.32532
H 1.63504 -6.75525 1.66762
C -1.24802 -8.36076 2.44637
C -1.54988 -4.87300 -1.07486
H -4.08581 -4.60662 -2.49901
N 1.04678 1.37598 2.49104
H -3.75599 4.11577 4.14465
H -4.18026 -2.71906 4.23099
C -2.64067 -4.20831 4.41008
H -4.15506 -2.14749 6.63277
H -2.56914 4.47178 6.29104
C 2.56873 -0.78930 -0.87969
C -0.55710 3.92346 -3.07198
H -3.96620 -1.44366 0.39648
Ti -0.11263 0.22900 -0.04952
H -1.12407 -5.10238 7.30246
H -1.64229 -9.36022 2.59453
C -1.78870 -4.57225 6.63040
H 0.43804 4.03049 -2.66146
H -6.53521 -4.38312 -2.62964
C 3.20751 -1.37272 -1.96348
C -1.03474 4.81318 -4.02118
H -1.11604 -5.64408 4.90066
H -0.26938 -8.51665 -1.24126
O -1.59187 0.96480 -1.21798
C -2.09256 3.90364 5.49827
C -3.50004 -3.22880 4.90484
P -2.07114 -3.14119 -0.97992
C -1.59880 -2.60527 0.68129
C 4.64743 -0.73019 0.33640
H -2.63122 -3.34493 8.17457
H -7.70372 -2.68230 -1.26061
C -0.85963 1.93534 -1.61938
H -2.57245 -8.04369 -0.45616
H 0.37583 -4.32116 -1.84470
C -4.52287 -2.08281 -0.27119
*
```

The energy relative to the best compared isomer or geometry (same formula, charge and spin) comes out at 0.486 eV. The value obtained for the LUMO energy is -1.573 eV.